C42H94N2O29 | wB97M-V/def2-TZVPD

## Properties
Energy (a.u.): -3947.6962
Gap between HOMO and LUMO (eV): 2.51
HOMO (eV): -5.03
E_LUMO (eV): -2.5

```
167
Properties=species:S:1:pos:R:3:forces:R:3
N -4.41844 -7.58082 0.97954 -0.49 -0.39 -0.15
H -4.01478 -8.23433 1.63535 0.46 -0.17 0.43
H -4.03834 -6.65070 1.08205 0.56 0.75 0.07
H -5.41665 -7.56168 1.13217 -0.55 0.16 0.19
H -4.27765 -7.92376 0.04003 0.36 -0.04 -0.57
N -5.37295 -2.87510 4.54925 0.21 -0.21 -0.91
H -5.03429 -3.61531 5.14715 0.26 -0.58 0.85
H -5.29461 -1.98703 5.02389 -0.13 0.47 0.32
H -6.28915 -3.06496 4.16893 -0.74 0.10 0.53
H -4.80274 -2.87063 3.71562 0.98 0.30 -0.37
C -0.15180 -2.50728 -1.06870 -0.55 0.70 0.90
C -0.69865 -2.50978 0.40229 -0.51 -0.08 0.68
C -0.36215 -1.10944 0.95622 -1.27 0.58 0.09
O -1.99879 -2.93814 0.70754 0.66 0.47 -0.97
H -0.64832 -1.73084 -1.65070 -0.92 -0.52 -0.43
H -0.14115 -3.51388 -1.48674 -0.05 0.25 -0.35
H 0.82549 -2.02464 -1.06179 0.62 -0.77 0.21
H -0.02305 -3.16420 0.95311 0.67 -0.44 0.12
H -0.62482 -0.99280 2.00764 0.84 -0.59 0.47
H -1.06797 -0.35146 0.61659 -0.21 0.04 -1.00
H 0.63028 -0.76353 0.66719 0.18 -0.05 0.48
C -0.85261 -3.67886 7.59864 -0.54 -1.19 -0.59
C -1.91728 -4.37922 8.50565 -1.33 -0.52 0.10
C -2.03006 -3.47458 9.71362 -0.28 0.73 0.67
O -3.14864 -4.83279 7.99805 0.42 1.59 -0.97
H -1.22620 -2.79843 7.07578 -0.40 0.08 0.04
H -0.56783 -4.41449 6.84642 0.19 0.12 -0.29
H 0.04817 -3.36620 8.12679 0.00 -0.17 0.25
H -1.57824 -5.35267 8.85998 1.52 -0.04 0.34
H -2.65522 -3.85745 10.52027 0.12 -0.35 0.02
H -2.45812 -2.49726 9.49067 -0.31 0.17 -0.53
H -1.03695 -3.21290 10.07882 0.17 -0.28 0.41
C 7.39788 7.81197 2.29664 -0.93 -0.84 0.89
C 7.61901 6.93049 1.10011 0.89 -0.02 -1.37
O 7.12720 5.56725 1.30449 0.10 2.31 1.54
C 7.19516 4.69747 0.34661 0.57 0.11 -3.34
O 7.68867 4.83540 -0.78061 -0.64 -0.11 2.19
O 6.53519 3.63876 0.75929 -0.17 -0.39 1.74
C 6.40525 2.57317 -0.11283 -0.59 -0.64 -2.14
H 6.37830 7.59665 2.61632 -0.19 0.05 0.19
H 7.38757 8.88353 2.09722 0.46 -0.18 -0.34
H 8.01890 7.57531 3.16060 0.23 0.09 -0.18
H 8.65284 6.85156 0.76386 0.18 -0.06 0.37
H 7.14396 7.41349 0.24622 -0.52 -0.49 -0.12
H 5.81856 1.74185 0.27807 0.45 0.24 0.81
H 7.36258 2.24986 -0.52160 -0.02 -0.10 0.18
H 5.78843 2.91615 -0.94348 0.18 0.00 -0.41
C 0.14087 3.28123 -4.37398 -1.14 0.79 1.14
C -0.97577 3.83669 -3.44092 1.45 -0.90 -0.14
O -2.19816 3.18241 -3.80587 -2.03 1.37 -2.03
C -3.03228 3.71808 -4.78246 -0.81 0.72 0.09
O -3.98405 3.13001 -5.28050 2.47 1.25 1.18
O -2.72297 5.07890 -5.03963 0.95 -1.67 1.20
C -3.52983 5.79771 -5.94300 -1.64 -1.24 -1.10
H 1.09668 3.63062 -3.98352 0.11 -0.03 -0.31
H -0.09661 3.71798 -5.34401 0.48 -0.38 -0.25
H 0.09296 2.19272 -4.34325 0.11 0.12 -0.31
H -0.94958 4.92626 -3.45659 -0.67 -0.12 -0.15
H -0.81376 3.50350 -2.41581 -0.01 0.05 -0.02
H -3.60299 5.20334 -6.85375 -0.07 0.09 -0.21
H -3.22232 6.79800 -6.24786 0.82 -0.20 0.80
H -4.54841 5.85325 -5.55894 -0.04 0.14 0.12
C -0.06352 -0.96545 -9.15015 0.59 0.57 -0.63
C 0.82532 -1.26116 -10.36581 -0.24 0.33 0.76
O 2.09070 -0.46501 -10.32444 -1.42 -1.45 -1.61
C 2.77037 -0.53996 -11.51238 -0.18 0.37 -0.73
O 2.42153 -1.05475 -12.57182 0.65 0.75 2.21
O 3.88640 0.16479 -11.28420 0.11 -0.65 1.18
C 4.88848 0.38970 -12.26342 -0.54 0.78 -0.20
H -0.48565 0.03752 -9.21293 0.34 0.22 0.11
H 0.50045 -1.07540 -8.22390 -0.35 -0.17 0.07
H -0.94861 -1.59678 -9.22851 0.25 -0.42 0.31
H 0.20595 -1.04781 -11.23699 0.65 0.16 -0.34
H 1.06323 -2.32487 -10.36007 0.34 0.10 -0.19
H 4.43562 1.19639 -12.83984 0.42 -0.52 -1.16
H 5.22634 -0.52713 -12.74648 -0.43 0.23 -0.39
H 5.75508 0.87203 -11.81121 -0.18 -0.33 0.61
C -7.59230 0.83568 11.53117 1.09 1.44 1.19
C -6.48930 0.37712 10.65540 -0.39 -2.57 -0.75
O -5.74453 1.42381 10.09885 0.89 1.27 -1.56
C -5.30842 1.32635 8.82611 1.52 -0.86 -2.04
O -5.71207 0.58551 7.92209 0.51 1.60 2.24
O -4.20007 2.16234 8.67043 -2.29 -0.06 1.23
C -3.31671 2.05426 7.55793 0.05 -1.03 0.06
H -7.09131 1.40049 12.31737 -0.12 0.19 0.38
H -8.04694 -0.00122 12.06125 -0.52 0.13 -0.55
H -8.19822 1.59663 11.03934 -0.63 -0.63 -0.07
H -6.90457 -0.28962 9.89968 0.12 0.29 -0.53
H -5.79207 -0.27336 11.18347 0.12 0.16 0.32
H -3.81507 1.84254 6.61193 -0.16 -0.06 0.17
H -2.65634 1.23672 7.84714 0.22 -0.08 -0.57
H -2.71359 2.95569 7.44935 -0.40 0.13 0.37
C 4.79941 -8.08695 -12.00531 0.12 0.94 0.61
C 3.72105 -6.99950 -11.75579 0.63 0.15 -0.86
O 3.28775 -6.94924 -10.40023 -1.06 -0.50 0.04
C 3.96492 -6.31609 -9.47437 2.65 0.71 0.56
O 5.11550 -5.86174 -9.61187 -3.08 -0.77 0.80
O 3.18967 -6.33915 -8.34302 0.04 -0.43 -1.67
C 3.66501 -5.71788 -7.20082 1.72 1.37 1.46
H 5.15468 -8.13640 -13.03460 -0.62 -0.10 -0.18
H 4.50648 -9.06100 -11.61348 -0.23 0.03 -0.30
H 5.70886 -7.80563 -11.47441 -0.09 0.11 0.32
H 2.81142 -7.10784 -12.34649 -0.07 -0.71 0.24
H 4.02112 -5.99734 -12.06193 0.70 -0.02 0.22
H 3.00121 -5.74750 -6.33676 -0.60 -0.47 -0.62
H 3.89690 -4.66366 -7.35228 -0.20 0.14 -0.35
H 4.61133 -6.11953 -6.83851 0.09 -0.44 -0.26
C 5.59146 -5.77909 2.67884 0.03 -0.13 -0.48
C 5.51652 -5.23520 1.25233 -0.51 1.51 -0.73
O 6.72039 -5.59321 0.51613 -0.03 0.32 -0.61
C 7.00437 -5.04818 -0.70618 -2.89 3.44 -0.16
O 6.43007 -4.11182 -1.30824 0.82 -2.51 2.04
O 8.05993 -5.61993 -1.14759 1.55 -1.82 -0.06
C 8.69972 -5.27628 -2.36049 0.71 -0.67 -0.55
H 6.32077 -5.24136 3.28469 0.53 -0.25 -0.40
H 5.79842 -6.84699 2.60920 0.23 0.04 0.35
H 4.70338 -5.64956 3.29742 -0.50 0.01 -0.67
H 5.35770 -4.15719 1.22455 0.81 0.38 0.39
H 4.65363 -5.45489 0.62366 -0.12 -1.22 0.31
H 9.27838 -4.35970 -2.24594 -0.32 0.05 -0.18
H 8.10608 -5.33067 -3.27302 -0.70 0.68 0.44
H 9.37375 -6.11645 -2.52757 0.38 0.19 0.31
C -3.84658 8.93686 -0.80652 -1.20 0.50 -0.51
C -4.52082 8.79940 0.56863 0.93 -0.09 -0.52
O -4.29031 7.39447 0.96265 0.43 2.22 -0.58
C -5.23888 6.47828 0.93523 -6.69 5.67 2.01
O -6.48883 6.73400 1.05960 3.85 -0.89 -1.20
O -4.69038 5.38800 1.06455 2.69 -5.17 0.42
C -5.39618 4.21208 1.38337 -1.36 -1.41 -0.57
H -4.53055 8.48705 -1.52622 0.33 -0.67 -0.14
H -2.82883 8.56111 -0.91189 -0.25 -0.29 0.40
H -3.83320 9.94969 -1.20914 0.07 0.43 0.60
H -5.55193 9.15226 0.58902 -0.27 -0.92 -0.35
H -4.06779 9.48744 1.28241 0.54 -0.71 0.40
H -5.07771 3.43133 0.69263 0.22 0.15 0.01
H -6.47425 4.30748 1.25407 0.08 0.49 -0.13
H -5.26877 3.81696 2.39122 0.63 0.69 0.15
C -7.33549 -2.11514 -3.14288 -0.20 -0.31 -0.11
C -7.53471 -1.56772 -1.74757 0.46 0.22 -0.55
O -8.83723 -1.92289 -1.30699 -1.47 -0.14 1.68
C -9.20568 -1.73235 -0.00457 0.21 -0.58 0.54
O -8.50957 -1.46524 0.96166 -0.58 -0.19 -1.54
O -10.53053 -2.00716 0.07072 0.72 0.07 -2.33
C -11.22157 -2.05279 1.26115 -0.03 0.82 2.46
H -6.31178 -1.96754 -3.48686 0.01 0.24 0.17
H -8.00960 -1.63046 -3.84910 -0.02 -0.18 -0.03
H -7.49533 -3.19335 -3.13779 -0.19 -0.03 -0.13
H -7.54345 -0.48110 -1.83283 0.66 0.04 0.58
H -6.77621 -2.02239 -1.11034 -0.03 0.60 0.37
H -10.98511 -1.20347 1.90210 0.48 0.11 0.05
H -10.98526 -2.94145 1.84643 -0.07 -0.20 -0.17
H -12.30119 -1.93226 1.17178 0.12 -0.49 -0.93
C 5.89214 7.01218 8.21193 -0.95 0.31 -0.04
C 6.49206 5.73303 7.67551 0.37 -0.23 0.52
O 5.43807 4.85767 7.10197 1.52 -0.15 0.52
C 5.82330 3.58435 6.79811 2.83 -0.39 -0.53
O 6.98117 3.11037 6.89492 -3.70 1.43 0.06
O 4.75547 2.99780 6.24373 -0.22 -1.25 0.08
C 4.79520 1.57024 5.92249 1.06 -0.39 -0.63
H 5.52018 7.76579 7.51779 -0.04 -0.38 -0.44
H 6.55690 7.57660 8.86586 0.42 -0.42 -0.02
H 5.05581 6.70150 8.83813 -0.16 0.18 0.05
H 6.94435 5.30794 8.57151 -0.28 -0.86 -0.13
H 7.35596 5.86097 7.02330 -0.48 -0.03 -0.61
H 4.12699 1.27461 5.11367 -0.75 0.99 0.33
H 4.62854 0.88675 6.75505 -0.14 0.63 0.37
H 5.73174 1.25558 5.46207 0.53 0.56 0.45
```
Forces are in eV/Å.